(1)
A structure of composition C25H50F8N7O11S2. Source: the Open Molecules 2025 dataset; level of theory: wB97M-V/def2-TZVPD.

The value obtained for the HOMO energy is -5.874 eV. The molar mass comes out at 840.83 g/mol. Its total charge is -1. Its calculated total energy is -103100.6073 eV.

Positions of all 103 atoms, in Å:
H  9.008  3.805  0.015
H  1.995  3.309  1.886
H  7.704  3.910  1.213
C  -0.306  8.946  -1.180
O  0.411  -1.908  0.059
H  -0.217  9.222  -0.127
C  -3.406  0.794  1.574
F  -5.004  -3.366  -0.424
H  3.143  3.380  -2.141
H  8.182  2.334  0.568
H  0.486  -6.639  -2.418
C  2.417  3.442  2.884
H  -3.761  1.389  -0.448
H  2.881  8.477  -0.979
H  4.325  2.188  -1.585
H  -4.565  -1.030  0.105
N  4.616  4.108  -0.832
H  4.093  5.739  -2.014
H  8.357  4.296  3.230
H  -4.531  -1.568  1.792
C  10.726  2.421  1.746
H  -10.117  -9.428  -1.847
H  3.797  5.953  -0.286
C  1.472  1.374  3.638
H  10.789  1.587  2.446
H  0.644  -4.357  -0.064
H  -2.676  2.512  0.413
H  2.590  9.095  -2.605
H  1.749  -7.786  -1.941
F  -6.265  -5.545  -0.307
H  -2.835  -0.121  1.736
H  -6.831  -8.040  -3.916
F  -6.565  -2.363  -1.588
H  10.728  2.037  0.728
H  0.663  -0.918  2.044
F  -8.241  -2.608  0.678
H  -8.449  -10.731  -2.191
N  2.576  2.150  3.526
C  1.441  -4.603  -0.761
F  -7.057  -0.822  2.248
C  -7.004  -4.561  -0.853
N  1.701  -6.040  -0.813
C  0.887  7.033  -2.129
H  -8.018  -4.632  -0.464
H  -3.251  1.433  2.439
O  0.376  1.712  3.249
C  -6.883  -2.558  0.744
O  5.426  4.347  1.276
F  -6.488  -3.348  1.775
H  -7.671  -6.830  -2.927
H  1.681  0.381  4.076
H  1.154  -4.266  -1.754
S  -1.581  0.617  -0.498
C  1.517  -6.729  -2.068
O  2.306  -6.188  1.379
H  3.389  3.925  2.807
C  -7.804  -7.688  -3.582
C  5.069  3.647  0.339
O  -2.176  -0.546  -1.127
O  -0.935  1.580  -1.357
H  2.175  -6.321  -2.840
C  4.489  5.542  -1.022
H  4.789  3.394  -2.800
H  1.990  9.998  -1.196
N  9.510  3.181  1.955
C  -6.333  -3.196  -0.555
O  10.095  3.665  4.091
H  5.451  6.040  -0.893
C  9.310  3.747  3.163
H  4.586  1.683  3.119
H  -0.111  6.568  -2.120
C  3.883  1.716  3.955
S  -0.273  -1.196  1.118
F  -7.037  -4.759  -2.187
C  -2.957  1.470  0.284
C  4.195  3.221  -1.900
C  -7.808  -10.047  -2.746
F  -7.078  -0.305  0.129
O  -1.304  -1.926  1.831
C  -4.989  -0.852  1.101
H  -1.147  8.263  -1.286
H  -6.865  -9.943  -2.205
H  2.247  -7.776  0.114
C  8.551  3.315  0.878
H  -8.391  -7.367  -4.443
C  2.161  9.005  -1.606
N  -0.675  0.278  0.761
H  2.334  -4.068  -0.441
H  -0.517  9.848  -1.759
H  11.607  3.046  1.898
N  0.896  8.294  -1.651
C  2.104  -6.693  0.292
H  5.083  2.545  0.394
O  1.876  6.447  -2.526
H  4.295  2.385  4.715
C  -6.474  -1.093  1.052
H  -7.598  -10.486  -3.724
O  -10.297  -7.491  -2.443
H  3.805  0.716  4.381
H  1.734  4.076  3.452
N  -8.474  -8.772  -2.879
C  -9.699  -8.546  -2.363
O  -4.802  0.470  1.517

These are the Mulliken partial charges, in e, on atoms 1 to 2:
1 H 0.3445
2 H 0.2900

(2)
A cluster of 3 separate species, C25H50NO13P3S in total in a non-equilibrium geometry. Source: the Open Molecules 2025 dataset; level of theory: wB97M-V/def2-TZVPD.

The value obtained for the HOMO energy is -8.482 eV. The molar mass comes out at 697.66 g/mol. Its total charge is 0. Its calculated total energy is -93541.9845 eV. Its structure (SMILES) is CCP(C)[C@]1(C[C@@H]2CO2)OC(=O)O[C@]1(CCCO)N=C=S.CCOP(=O)(OCC)OCC.CCOP(=O)(OCC)OCC.

Positions of all 93 atoms, in Å:
C  -4.591  0.918  -1.290
H  2.001  -2.658  -2.206
C  -0.579  4.024  3.044
P  -1.112  0.712  1.928
O  4.811  -2.039  -1.203
O  -4.745  -3.045  -3.629
H  1.818  1.243  4.126
H  5.359  -3.844  3.504
O  -3.165  3.564  -1.382
H  5.376  -5.393  -1.515
O  2.975  -2.571  0.327
C  -5.345  -3.686  -4.752
H  -2.557  3.401  2.638
H  -1.754  4.520  1.436
C  0.923  3.789  0.291
C  -4.855  -3.097  -6.060
O  -0.936  3.278  -0.992
H  -5.480  1.114  -3.246
H  -5.433  0.364  -0.866
H  3.796  -4.596  -1.646
O  -6.513  -1.434  -3.869
H  2.918  6.101  0.252
C  -0.140  2.732  0.084
O  -4.943  -2.154  -1.457
H  0.959  -2.680  0.098
O  -2.349  2.255  0.282
H  0.026  3.231  3.488
C  1.760  -1.988  -0.160
O  4.133  -0.615  1.308
H  -6.431  -3.650  -4.683
H  1.576  -1.051  0.373
C  5.491  -3.263  -1.546
H  4.636  -4.656  -0.105
C  1.764  -1.746  -1.658
H  3.118  5.082  2.086
C  0.894  0.662  4.045
N  0.346  1.437  -0.433
O  3.271  5.231  0.054
C  -3.823  -3.011  -1.173
H  -1.719  -3.278  -1.424
H  1.079  -0.282  4.550
H  -3.822  -3.402  -6.245
P  4.322  -1.660  0.274
C  -2.272  0.652  3.375
C  6.052  -2.258  2.227
H  0.133  1.262  4.538
H  6.497  -3.242  -1.132
C  4.779  -4.543  -1.177
S  1.635  1.485  -2.844
H  -5.468  -3.440  -6.894
H  -4.693  1.961  -1.011
H  5.604  -3.227  -2.630
C  3.217  4.418  1.222
H  1.349  0.900  1.897
H  -3.686  0.516  -0.837
H  4.180  3.920  1.335
C  -2.268  3.104  -0.765
H  -1.785  0.343  4.298
H  -4.060  -4.027  -1.485
H  2.527  2.450  0.805
H  -2.870  1.554  3.485
C  -4.544  0.768  -2.797
H  -0.645  4.570  4.882
H  -2.222  -1.575  -1.365
H  -4.860  -2.008  -6.048
H  -5.067  -4.741  -4.699
C  5.259  -2.761  3.417
H  -2.971  -0.143  3.117
C  -1.018  5.229  4.032
H  -3.738  1.376  -3.206
C  -1.207  2.452  1.178
H  -2.477  -2.529  -2.819
O  5.432  -2.614  0.993
H  0.758  -0.659  2.359
C  2.084  3.376  1.184
H  0.788  -1.383  -1.980
H  1.353  3.984  -0.693
O  -4.284  -0.583  -3.211
H  -0.498  6.096  4.447
H  0.467  4.730  0.593
P  -5.404  -1.722  -2.933
C  0.758  1.410  -1.566
C  0.626  0.408  2.539
H  5.618  -2.308  4.342
H  2.510  -1.002  -1.935
O  0.019  5.202  2.838
C  -1.678  3.619  2.047
H  6.213  -1.183  2.282
H  4.193  -2.554  3.318
H  7.042  -2.718  2.227
C  -2.490  -2.568  -1.733
H  1.804  3.169  2.219
H  -3.752  -3.031  -0.085

These are the Mulliken partial charges, in e, on atoms 1 to 2:
1 C -0.7718
2 H 0.2857

(3)
A structure of composition C25H51BrIN3O5S in a non-equilibrium geometry. Source: the Open Molecules 2025 dataset; level of theory: wB97M-V/def2-TZVPD.

The value obtained for the HOMO energy is -6.630 eV. The molar mass comes out at 712.57 g/mol. Its total charge is 0. Its calculated total energy is -130435.3151 eV.

Positions of all 87 atoms, in Å:
C  -4.076  -2.986  2.348
H  -4.718  0.268  -1.097
H  7.988  1.540  1.904
H  8.414  -0.232  3.433
C  7.199  1.312  2.619
H  -3.778  -2.298  -0.878
O  -6.986  4.676  2.164
C  4.580  1.638  -1.743
H  -2.068  -3.450  0.517
H  -6.880  2.604  1.965
C  3.215  2.021  -2.310
C  1.190  1.497  -0.779
C  -2.129  -2.524  1.081
C  -2.201  0.373  -1.143
H  0.342  -1.194  -2.053
N  -2.236  -0.899  -0.789
H  -3.775  -5.736  2.979
C  7.363  -0.099  3.180
H  1.130  0.734  0.015
H  5.325  2.368  -2.053
H  -1.573  -2.658  2.008
N  -1.341  1.239  -0.451
H  6.123  -0.982  1.613
H  -3.527  -1.385  -2.354
H  1.232  -2.138  -3.274
C  5.933  1.590  0.422
O  -6.203  2.541  -0.349
H  5.434  2.520  2.287
C  2.128  1.015  -1.893
H  -5.155  -4.072  0.827
C  -4.789  -4.203  1.839
H  0.591  -2.893  -1.830
H  3.938  2.370  0.158
H  -0.468  -1.585  0.163
C  0.397  -2.137  -2.584
H  4.083  0.626  0.092
C  -7.168  3.514  0.031
H  -4.857  0.111  -2.875
H  7.310  2.022  3.434
H  2.942  3.023  -1.986
S  -2.122  -3.269  -2.217
H  -2.948  -5.321  1.458
H  -6.809  1.280  -1.826
H  2.598  0.099  -1.545
O  -4.003  -2.690  3.552
O  -4.933  2.022  -2.171
H  -8.444  3.356  1.735
H  3.272  2.021  -3.396
H  -4.401  -6.271  1.437
C  -1.497  -1.350  0.405
Br  1.687  -0.187  2.115
H  -0.753  -3.105  -4.121
C  -3.027  -1.871  -1.531
H  6.470  2.481  0.105
C  6.975  -1.233  2.238
H  8.501  -0.857  0.743
C  -0.928  -2.442  -3.280
H  -1.447  -0.539  1.113
H  1.563  0.728  -2.780
C  8.129  -1.681  1.347
H  5.133  0.805  2.238
H  -0.371  2.940  -1.169
H  6.802  -0.174  4.108
H  -1.372  -1.546  -3.705
H  1.638  2.374  -0.326
H  -6.843  4.519  -0.230
H  8.932  -2.093  1.948
H  -0.384  1.646  -2.316
C  4.554  1.556  -0.220
H  4.836  0.674  -2.178
C  -4.467  0.714  -2.057
H  -5.642  -4.333  2.497
C  5.843  1.574  1.943
C  -6.241  2.205  -1.702
H  -6.151  4.549  2.608
C  -7.383  3.465  1.535
C  -0.225  1.870  -1.262
H  -8.111  3.306  -0.472
H  -2.771  1.766  -2.385
H  6.461  0.690  0.112
N  -2.993  0.797  -2.184
H  -6.673  3.006  -2.294
I  -2.430  2.565  0.662
H  7.785  -2.456  0.667
H  6.667  -2.087  2.837
O  -3.499  -2.186  1.381
C  -3.908  -5.446  1.944

These are the Mulliken partial charges, in e, on atoms 1 to 2:
1 C 0.4056
2 H 0.5101

(4)
A structure of composition C25H51F4N2OSi4Ti in a non-equilibrium geometry. Source: the Open Molecules 2025 dataset; level of theory: wB97M-V/def2-TZVPD.

The value obtained for the HOMO energy (spin up / spin down) is -10.978 / -10.978 eV. The molar mass comes out at 631.90 g/mol. Its total charge is +1. Its calculated total energy is -97272.9299 eV.

Positions of all 88 atoms, in Å:
H  -2.765  2.301  0.298
H  -0.487  3.620  -3.467
Ti  -0.097  -0.347  0.440
H  4.145  -1.291  0.791
H  2.609  0.878  0.419
H  2.625  1.879  -1.592
H  1.962  3.463  3.349
H  3.260  -0.413  -2.702
H  1.527  -4.154  -0.241
H  0.654  -2.398  3.865
C  -4.896  0.037  2.882
H  -1.653  -2.881  -3.486
C  2.762  -0.291  3.426
C  -3.284  -1.572  3.477
C  -1.760  1.907  0.391
H  3.331  0.585  3.108
C  2.182  2.085  -2.564
C  -0.679  2.995  -2.590
C  1.453  2.683  0.683
C  -3.109  0.559  -2.491
N  0.371  2.007  1.422
C  0.718  1.753  2.833
H  3.187  -2.707  0.349
C  3.431  -2.026  1.165
H  -1.750  2.794  -2.574
H  3.464  2.383  0.016
Si  1.191  -1.481  -1.936
H  3.945  -2.608  1.932
H  3.186  -0.272  -0.947
O  0.593  -2.313  -0.549
C  1.174  -2.725  2.964
H  1.604  3.695  1.072
Si  1.899  -1.231  1.998
Si  -1.785  -0.749  -2.159
F  -4.543  1.572  1.172
C  2.768  1.920  0.714
H  1.996  -3.372  3.277
Si  0.409  1.446  -2.773
C  -2.446  -1.009  2.548
C  -4.537  -1.030  3.683
C  0.237  0.940  -4.585
H  -1.811  -2.169  -0.001
H  -2.872  -2.808  -1.236
H  -0.804  0.773  -4.870
H  2.195  3.167  -2.714
H  0.798  0.030  -4.813
H  3.474  -0.993  3.866
H  -3.375  -1.403  -0.317
H  -2.788  -1.745  -4.191
H  -2.869  1.159  -3.371
H  1.498  -2.158  -4.304
C  2.987  -0.939  -1.785
F  -6.108  0.567  3.004
C  -2.730  0.115  1.771
H  -4.042  0.033  -2.707
C  -4.043  0.590  1.940
H  2.074  0.005  4.219
C  -0.904  2.747  1.309
H  -1.398  2.817  2.280
C  -2.515  -1.879  -0.789
H  -0.781  3.757  0.913
H  -1.296  1.894  -0.590
H  -5.210  -1.429  4.428
H  1.580  1.095  2.851
C  -1.807  -1.827  -3.719
H  3.229  1.937  1.701
H  -3.309  1.234  -1.660
C  1.027  2.999  3.663
H  0.373  -3.276  -3.545
C  1.274  -2.690  -3.377
C  0.535  -3.737  -0.420
N  -1.721  0.561  0.952
H  1.136  2.711  4.708
H  -0.438  3.605  -1.718
H  2.099  -3.383  -3.193
H  2.837  1.655  -3.323
F  -1.218  -1.560  2.304
H  -0.121  1.207  3.272
H  3.647  -1.803  -1.702
H  1.122  2.770  -0.353
H  -0.101  -3.991  0.426
C  -0.034  -0.067  -1.685
H  0.478  -3.342  2.393
F  -2.870  -2.630  4.169
H  -1.062  -1.529  -4.459
H  0.627  1.734  -5.225
H  0.231  3.742  3.599
H  0.112  -4.181  -1.321

These are the Mulliken partial charges, in e, on atoms 1 to 2:
1 H 0.9702
2 H 0.4818

(5)
A cluster of 5 separate species, C25H51N2O9S4 in total in a non-equilibrium geometry. Source: the Open Molecules 2025 dataset; level of theory: wB97M-V/def2-TZVPD.

The value obtained for the HOMO energy is -4.784 eV. The molar mass comes out at 651.96 g/mol. Its total charge is -1. Its calculated total energy is -91492.1609 eV.

Positions of all 91 atoms, in Å:
H  6.046  1.805  2.232
C  0.454  -6.105  4.780
C  -2.488  0.188  1.530
H  -2.136  0.901  2.357
C  -2.249  0.621  -5.023
H  2.293  0.209  -2.452
H  4.410  -0.214  2.110
H  7.172  -1.450  4.545
H  -0.422  0.380  -2.332
H  -3.703  -0.826  -4.646
H  -6.666  2.307  -5.501
H  0.622  0.457  -3.838
H  -6.610  0.999  -4.296
H  -2.460  -2.338  -3.264
C  -1.320  -0.084  0.431
C  -2.182  3.827  -1.566
H  5.737  -2.447  4.936
N  -2.676  -0.759  -4.667
C  -3.495  1.778  -2.798
C  -1.012  3.766  -2.600
C  -2.051  -0.924  4.410
O  8.552  0.519  3.127
C  -0.427  -1.487  -3.557
H  -1.856  0.198  4.342
C  9.389  3.052  3.107
O  3.864  -0.062  -0.427
H  9.030  4.073  3.254
S  8.067  1.885  3.499
H  7.416  2.331  1.224
H  -2.990  0.988  -5.833
O  -9.211  1.012  -5.697
C  -9.129  3.580  -4.982
H  -1.202  0.578  -5.479
H  -0.253  2.604  -4.452
H  9.717  2.914  2.075
H  -1.367  -1.167  0.028
C  0.710  -4.716  2.495
H  -4.233  2.894  -0.910
H  6.361  -1.272  6.120
H  -1.187  -1.894  2.488
H  -0.210  -1.669  -4.666
H  -2.325  -0.692  -2.468
C  6.209  -1.470  5.058
H  1.296  -6.719  4.452
C  -2.183  -1.674  3.004
H  0.468  1.393  -0.661
C  -1.124  2.686  -3.702
H  1.544  -5.372  2.239
O  -4.593  0.868  -2.903
H  -2.973  -1.051  5.091
C  -2.329  1.686  -3.832
H  -0.235  -5.178  2.205
H  -6.706  2.690  -3.753
O  -3.063  -1.030  2.047
S  5.139  -0.181  4.383
C  -3.379  2.856  -1.682
H  0.389  -6.135  5.868
N  1.608  -0.530  -2.235
H  4.665  -1.863  2.728
H  -4.581  0.360  -2.061
S  -8.823  1.860  -4.528
H  0.763  -1.612  -0.507
O  -0.526  -3.631  4.595
H  -8.747  4.238  -4.199
H  1.793  1.117  0.595
C  2.906  -1.059  -0.187
H  6.657  3.471  2.377
H  6.066  -0.848  2.273
O  3.185  -2.111  0.468
C  0.338  -0.217  -2.940
C  0.943  0.602  0.018
H  -3.350  0.745  0.994
O  -0.056  0.250  1.036
H  -0.200  -2.433  -2.934
H  -0.111  4.462  -2.529
H  -1.170  -1.363  5.014
H  -10.206  3.725  -5.081
S  0.720  -4.393  4.270
H  -0.476  -6.483  4.350
C  -7.022  1.982  -4.522
H  -2.183  4.575  -0.707
H  -1.558  0.586  -0.486
C  5.066  -0.849  2.709
H  -8.644  3.807  -5.933
C  -2.041  -1.269  -3.422
H  -2.653  -2.707  3.223
H  0.826  -3.765  1.970
C  1.424  -0.723  -0.776
O  3.786  -0.354  4.998
C  6.939  2.431  2.201
H  10.226  2.864  3.781

These are the Mulliken partial charges, in e, on atoms 1 to 2:
1 H 0.1192
2 C -0.9682

The highest calculated total energy belongs to which entry?
C25H51N2O9S4

What is the calculated total energy in the second record?
-93541.9845 eV

Which of these has the highest calculated total energy?
C25H51N2O9S4